Record 1
{
  "formula": "C3H9N4",
  "method": "ωB97M-V with the def2-TZVPD basis set",
  "homo_ha": -0.47055,
  "multiplicity": 1,
  "e_tot_ha": -338.399104,
  "relative_energy_kcal_mol": 76.4,
  "charge": 1,
  "species": ["C", "C", "C", "N", "N", "N", "N", "H", "H", "H", "H", "H", "H", "H", "H", "H"],
  "positions_angstrom": [[0.9680, 1.1975, 0.1431], [1.8880, 0.3615, -0.1602], [-0.4578, -0.6330, 0.5003], [-0.3663, 0.7617, 0.3623], [-1.4098, -1.3045, -0.1030], [-1.4344, 1.3071, -0.3933], [1.2254, -0.9951, -0.1892], [1.1319, 2.1940, 0.3517], [2.9976, 0.4850, -0.2694], [-0.2884, -1.0615, 1.4471], [-1.8249, -1.9687, 0.5201], [-1.8156, -1.1280, -1.0279], [-1.0486, 2.2117, -0.6224], [-2.1821, 1.5491, 0.2547], [1.0611, -1.2351, -1.2284], [1.5560, -1.7418, 0.4146]],
  "forces_ev_per_a": [[-3.0, 1.3, 0.9], [1.9, -3.7, 0.1], [1.4, 1.0, -1.3], [0.9, -0.9, 1.0], [-1.4, -0.9, -0.7], [0.2, 1.0, -0.4], [-0.3, 0.7, -2.5], [0.4, 2.1, 0.0], [-1.5, -0.1, 0.0], [0.5, 0.1, 1.4], [-0.5, -0.6, -0.6], [0.3, 0.3, 0.9], [-0.3, 0.4, -0.8], [0.0, -0.2, 0.2], [0.7, -0.4, 2.3], [0.5, 0.0, -0.6]]
}

---

Record 2
{
  "formula": "C24H42Cl3N4O3SiV",
  "method": "ωB97M-V with the def2-TZVPD basis set",
  "homo_ha": [-0.27247, -0.30116],
  "multiplicity": 3,
  "e_tot_ha": -3998.756417,
  "relative_energy_kcal_mol": 0.0,
  "species": ["C", "C", "H", "H", "H", "C", "C", "H", "H", "H", "H", "V", "Cl", "Cl", "H", "H", "C", "C", "N", "H", "C", "O", "H", "H", "H", "H", "H", "H", "C", "C", "N", "H", "C", "O", "H", "H", "H", "H", "O", "C", "C", "C", "H", "C", "H", "C", "H", "C", "C", "H", "H", "H", "Si", "Cl", "C", "C", "C", "H", "H", "H", "H", "H", "H", "H", "H", "H", "C", "N", "C", "C", "N", "C", "H", "H", "H", "H", "H", "H"],
  "positions_angstrom": [[3.5509, -0.6125, -0.3954], [3.2243, 0.6772, -1.0826], [4.1225, -1.2685, -1.0623], [2.6153, -1.1146, -0.0900], [4.1508, -0.4601, 0.5207], [3.7586, 1.1044, -2.2391], [4.8289, 0.4233, -3.0273], [3.3988, 2.0387, -2.6805], [5.0756, -0.5861, -2.6693], [5.7641, 1.0056, -3.0450], [4.5091, 0.3515, -4.0776], [-0.4978, 0.2385, 0.3216], [0.3209, 1.0050, 2.3305], [0.0632, -2.0002, 0.6544], [-5.3549, 0.0725, 2.8334], [-4.0963, -0.9452, 4.8719], [-4.7490, -0.5661, 2.1775], [-3.5437, -1.5572, 4.1485], [-3.4907, -0.8980, 2.8507], [-4.5313, -0.0511, 1.2342], [-2.3231, -0.6483, 2.2688], [-2.2634, -0.1271, 1.1134], [-2.5117, -1.6863, 4.4969], [-1.4123, -0.8968, 2.8387], [-5.3195, -1.4855, 1.9884], [-4.0232, -2.5418, 4.0668], [1.6237, -1.3094, -2.5237], [1.4578, 0.6863, -4.2135], [0.5869, -1.5732, -2.7893], [0.4655, 0.2670, -4.4471], [-0.1009, -0.3712, -3.2615], [0.0677, -1.9875, -1.9152], [-1.1977, 0.1138, -2.6593], [-1.5453, -0.1922, -1.4902], [-0.2026, 1.0780, -4.7620], [-1.7888, 0.8178, -3.2836], [0.6215, -2.3070, -3.6083], [0.5850, -0.4624, -5.2615], [0.9197, 0.8444, -0.6284], [2.1383, 1.4899, -0.3839], [1.3094, 3.2516, -1.9747], [1.9954, 2.9486, -0.8027], [0.8477, 2.4339, -2.5431], [1.2446, 4.5784, -2.4073], [2.3652, 1.4372, 0.6927], [2.5538, 3.9441, 0.0019], [0.7343, 4.7995, -3.3451], [1.8538, 5.5795, -1.6435], [2.5404, 5.2617, -0.4608], [3.0193, 3.6366, 0.9472], [1.8265, 6.6130, -1.9948], [3.0765, 6.0261, 0.1038], [0.3572, -5.8770, 1.8947], [1.9606, -5.1999, 0.7669], [-0.9472, -6.4197, 0.6619], [0.1796, -4.4660, 3.1172], [0.5464, -7.5025, 2.9033], [-0.9837, -5.7301, -0.1873], [-1.9445, -6.4798, 1.1168], [-0.7142, -7.4265, 0.2798], [0.6453, -8.4081, 2.2784], [-0.3734, -7.6471, 3.4996], [1.3856, -7.5048, 3.6171], [0.2121, -3.5037, 2.5856], [1.0316, -4.5086, 3.8150], [-0.7421, -4.5111, 3.7095], [-3.1020, 5.1758, 1.5155], [-2.4606, 4.1215, 0.7531], [-2.3695, 4.1098, -0.6278], [-1.7331, 2.9482, -0.9688], [-1.4801, 2.2358, 0.1863], [-1.9164, 2.9545, 1.2137], [-2.5721, 6.1319, 1.3840], [-4.1256, 5.3200, 1.1386], [-3.1333, 4.9164, 2.5807], [-2.7519, 4.8937, -1.2574], [-1.4356, 2.5910, -1.9350], [-1.7971, 2.7109, 2.2651]],
  "forces_ev_per_a": [[0.0, -0.3, 0.1], [0.1, 0.9, -0.7], [-0.2, 0.0, 0.3], [0.4, 0.1, -0.1], [-0.3, 0.1, -0.3], [-0.1, -0.2, 0.6], [0.2, -0.2, -0.4], [0.2, -0.2, 0.3], [-0.1, 0.3, -0.1], [-0.3, -0.1, 0.1], [0.1, -0.1, 0.1], [0.7, 0.5, -0.8], [0.4, 0.1, 1.0], [0.0, -0.2, 0.0], [0.2, -0.1, -0.1], [0.1, -0.1, -0.2], [0.0, -0.1, 0.2], [0.2, 0.0, -0.1], [-0.1, 0.0, -0.1], [-0.1, -0.2, 0.4], [-0.2, 0.5, -1.2], [-1.1, -1.0, 2.3], [-0.3, 0.0, 0.0], [-0.4, 0.0, -0.3], [0.2, 0.2, -0.1], [0.1, 0.2, 0.0], [-0.4, -0.1, 0.1], [-0.3, -0.1, 0.0], [0.3, 0.2, 0.3], [-0.2, -0.1, 0.1], [-0.6, 0.0, -0.3], [0.3, 0.2, -0.3], [0.8, -0.7, 1.1], [0.0, 0.5, -1.9], [0.2, -0.2, 0.0], [0.3, -0.2, 0.3], [-0.1, 0.2, 0.2], [-0.1, 0.2, 0.2], [0.0, -0.2, -0.6], [-0.2, -0.1, 0.2], [0.2, 0.4, -0.1], [0.2, -0.7, 0.5], [0.3, 0.4, 0.2], [0.0, -0.3, 0.3], [0.0, 0.2, -0.1], [0.1, -0.1, -0.7], [0.1, 0.2, 0.3], [0.3, 0.0, -0.1], [-0.3, -0.1, 0.0], [-0.1, 0.3, -0.4], [0.0, -0.3, 0.1], [-0.3, -0.1, -0.2], [-0.1, -0.9, 0.7], [0.3, -0.4, 0.0], [-0.2, 0.4, -0.2], [-0.3, 0.1, -0.1], [0.5, 0.1, 0.0], [-0.1, -0.1, 0.1], [0.2, 0.1, -0.1], [0.1, 0.4, 0.2], [0.0, 0.5, 0.1], [0.2, 0.2, -0.2], [-0.2, 0.1, -0.2], [0.0, -0.3, 0.2], [-0.2, 0.0, -0.3], [0.1, -0.1, -0.1], [-0.2, 0.3, 0.0], [0.0, -0.5, -0.2], [0.3, -0.4, 0.1], [-0.5, 0.2, 1.2], [0.1, 0.2, 0.2], [0.0, 0.6, -1.2], [0.0, -0.4, 0.1], [0.3, -0.1, 0.3], [0.0, 0.0, -0.4], [0.0, 0.2, 0.2], [-0.1, 0.0, 0.0], [-0.1, 0.0, -0.3]]
}

---

Record 3
{
  "formula": "C37H39BrCl3F4N4O6PS4Sn",
  "method": "ωB97M-V with the def2-TZVPD basis set",
  "homo_ha": [-0.24730, -0.24537],
  "multiplicity": 1,
  "e_tot_ha": -8605.414731,
  "relative_energy_kcal_mol": 598.2,
  "species": ["Sn", "C", "C", "N", "C", "C", "N", "C", "O", "O", "C", "O", "O", "H", "H", "H", "H", "H", "F", "C", "C", "F", "C", "F", "C", "P", "C", "C", "C", "C", "C", "C", "C", "C", "C", "C", "C", "C", "C", "Br", "C", "F", "H", "H", "H", "H", "H", "H", "H", "H", "H", "H", "C", "C", "S", "C", "C", "S", "C", "C", "S", "H", "H", "H", "H", "H", "H", "H", "H", "H", "H", "H", "H", "C", "N", "C", "C", "S", "N", "C", "C", "H", "H", "H", "H", "H", "H", "H", "H", "H", "H", "H", "H", "Cl", "C", "Cl", "Cl", "C", "O", "O"],
  "positions_angstrom": [[0.5202, -0.4353, 1.2422], [-2.7246, 1.9393, 1.3630], [-1.4746, 2.3068, 2.0741], [-0.3841, 1.5645, 2.1262], [0.4999, 2.1768, 2.9784], [-0.0636, 3.3352, 3.4333], [-1.3033, 3.3952, 2.8454], [0.3712, 4.4393, 4.3271], [1.5607, 4.3327, 4.8612], [-0.3775, 5.3738, 4.5084], [1.7574, 1.4739, 3.3853], [2.5251, 2.0437, 4.1705], [1.9108, 0.2985, 2.9189], [-2.4773, 1.3649, 0.4707], [-3.3071, 2.8200, 1.0944], [-3.3292, 1.2965, 2.0060], [-1.9508, 4.1484, 3.0255], [2.0147, 3.4557, 4.6245], [3.6105, 5.1361, -5.4865], [2.7487, 4.6321, -4.6080], [1.3897, 4.7228, -4.8454], [0.9518, 5.3252, -5.9491], [0.4976, 4.1775, -3.9389], [-0.8003, 4.2498, -4.2256], [0.9314, 3.5614, -2.7711], [-0.2370, 2.7081, -1.6186], [-0.6570, 1.4070, -2.7754], [0.3597, 0.7546, -3.5890], [-0.2866, -0.4837, -3.8794], [-1.5016, -2.1420, -4.3802], [-2.7739, -0.4035, -4.4504], [-1.7747, 0.3894, -2.7289], [-1.6030, 3.9206, -1.5070], [-1.3547, 4.9776, -0.6297], [-2.3443, 5.9123, -0.3630], [-3.5845, 5.7964, -0.9774], [-3.8302, 4.7506, -1.8553], [-2.8457, 3.8082, -2.1202], [2.3103, 3.4831, -2.5463], [2.9891, 2.6330, -1.0013], [3.2064, 4.0075, -3.4626], [4.5213, 3.9050, -3.2647], [1.3072, 1.0867, -3.9756], [0.4579, -1.1876, -4.5734], [-1.6926, -2.3552, -5.4236], [-3.6242, -0.1064, -5.0128], [-2.6854, 0.9196, -2.4511], [-0.3792, 5.0605, -0.1605], [-2.1492, 6.7235, 0.3269], [-4.3589, 6.5237, -0.7710], [-4.7955, 4.6617, -2.3374], [-3.0363, 2.9925, -2.8061], [4.5863, -2.9668, 0.7885], [3.5381, -3.3140, 1.8346], [1.7842, -3.2660, 1.3454], [1.6016, -4.3291, -0.1118], [2.0226, -3.7482, -1.4600], [1.6554, -1.9761, -1.6426], [3.1688, -1.4375, -2.4793], [4.4730, -1.6485, -1.7082], [4.3727, -1.2988, 0.0772], [4.5946, -3.6923, -0.0221], [5.5599, -2.9759, 1.2801], [3.5743, -2.5822, 2.6442], [3.7364, -4.3105, 2.2355], [0.5298, -4.5225, -0.1133], [2.1425, -5.2582, 0.0796], [1.4984, -4.2737, -2.2595], [3.0937, -3.8538, -1.6186], [3.0213, -0.3708, -2.6529], [3.1853, -1.9459, -3.4455], [5.2159, -0.9505, -2.0947], [4.8606, -2.6577, -1.8321], [0.6110, -2.4635, 4.7141], [-0.3733, -3.3492, 4.1015], [0.0701, -4.7342, 3.9626], [-1.3864, -2.8417, 3.3748], [-1.4034, -1.1943, 2.8842], [-2.4707, -3.5910, 3.1447], [-3.4849, -3.1834, 2.1795], [-2.8633, -4.6994, 4.0039], [1.1460, -3.0275, 5.4764], [0.1089, -1.6186, 5.1782], [1.3186, -2.0654, 3.9838], [1.0996, -4.7275, 3.6092], [-0.5280, -5.2600, 3.2249], [0.0232, -5.2589, 4.9195], [-3.0147, -2.7015, 1.3266], [-4.2007, -2.4903, 2.6272], [-4.0113, -4.0729, 1.8357], [-2.2563, -4.7208, 4.9032], [-2.7877, -5.6565, 3.4845], [-3.9053, -4.5545, 4.2932], [-1.7048, -0.8599, -3.5865], [-2.0786, -1.6878, -2.3729], [-3.6962, -2.2286, -1.9516], [-1.2475, -3.7627, -3.6794], [-1.4035, -1.6759, -0.9290], [-1.4350, -0.4423, -0.6080], [-1.0761, -2.6307, -0.2412]],
  "forces_ev_per_a": [[0.2, 0.3, -0.7], [0.0, 0.1, -0.1], [0.0, 0.0, -0.1], [0.0, -0.1, 0.1], [-0.1, 0.0, 0.1], [0.1, 0.0, 0.0], [0.1, 0.0, 0.1], [-0.1, 0.0, -0.1], [0.1, 0.0, 0.1], [0.0, 0.0, 0.0], [0.1, 0.0, 0.2], [0.0, 0.0, 0.0], [-0.2, 0.0, -0.1], [0.0, 0.0, 0.0], [0.0, 0.0, 0.0], [0.0, 0.0, 0.0], [0.0, 0.0, -0.1], [-0.1, 0.0, -0.1], [0.0, 0.0, 0.0], [0.0, 0.0, 0.0], [-0.1, 0.1, -0.1], [0.0, 0.0, 0.0], [0.2, -0.1, 0.2], [0.0, 0.1, -0.1], [0.1, 0.0, 0.1], [0.0, 0.0, 0.1], [1.4, -2.1, -1.3], [-5.0, 0.3, 2.6], [13.3, -0.7, -4.4], [-2.1, -9.0, -5.0], [-3.5, 0.4, -2.6], [-1.2, 12.1, 4.5], [0.1, -0.1, -0.1], [-0.2, 0.0, 0.0], [0.1, 0.0, 0.0], [0.0, 0.0, 0.0], [-0.1, -0.1, 0.0], [0.1, 0.1, 0.2], [-0.4, 0.1, 0.0], [0.2, 0.0, -0.1], [0.1, -0.2, 0.2], [0.0, 0.1, -0.1], [0.1, 0.1, 0.1], [-2.1, 1.6, 1.9], [0.4, 0.8, -0.2], [-0.3, 0.1, 0.3], [-0.4, -1.2, 0.6], [0.0, 0.0, 0.1], [0.0, 0.0, 0.0], [0.0, 0.0, 0.0], [0.0, 0.0, 0.0], [0.0, 0.1, -0.1], [-0.1, 0.4, 0.0], [-0.3, -0.1, -0.2], [0.2, -0.1, 0.1], [0.1, 0.1, 0.1], [0.0, 0.4, -0.1], [0.1, -0.2, -0.1], [-0.4, -0.2, 0.2], [0.0, 0.3, 0.2], [0.1, -0.1, 0.0], [0.0, 0.0, 0.0], [0.0, -0.2, -0.1], [0.0, -0.1, 0.1], [0.1, 0.1, 0.1], [0.0, -0.1, 0.0], [-0.1, -0.1, 0.0], [0.1, -0.1, 0.1], [0.0, -0.2, 0.0], [-0.1, 0.0, 0.0], [0.3, 0.1, -0.1], [0.1, -0.2, -0.1], [0.1, 0.0, 0.0], [-0.1, 0.1, -0.1], [0.1, -0.1, -0.2], [-0.1, -0.1, 0.1], [-0.1, 0.3, 0.1], [-0.2, 0.0, 0.4], [0.1, -0.2, -0.1], [0.0, 0.1, -0.2], [-0.1, 0.0, 0.0], [0.0, 0.0, 0.0], [0.0, 0.0, 0.0], [0.1, -0.1, 0.0], [0.0, 0.0, 0.0], [0.0, 0.0, 0.0], [0.0, 0.0, 0.0], [0.0, 0.0, 0.0], [0.0, 0.0, 0.1], [0.0, 0.0, 0.0], [0.0, 0.0, 0.0], [0.0, 0.0, 0.0], [0.0, 0.0, 0.0], [0.4, 0.6, -3.8], [-2.4, -4.0, 8.2], [-0.1, 0.5, -0.7], [0.6, -0.1, -0.1], [-0.1, 1.6, -0.8], [0.8, -0.5, 1.4], [0.1, -0.4, -0.4]]
}

---

Record 4
{
  "formula": "C32H30N3O6PtSi",
  "method": "ωB97M-V with the def2-TZVPD basis set",
  "homo_ha": [-0.15180, -0.17647],
  "multiplicity": 3,
  "e_tot_ha": -2261.972052,
  "relative_energy_kcal_mol": 0.0,
  "charge": -1,
  "species": ["Pt", "O", "C", "C", "C", "C", "C", "C", "C", "N", "C", "C", "N", "H", "H", "H", "H", "H", "H", "H", "O", "C", "C", "C", "C", "C", "C", "C", "O", "N", "O", "O", "H", "H", "H", "H", "C", "C", "C", "C", "Si", "O", "C", "C", "C", "C", "C", "C", "C", "C", "C", "C", "C", "C", "H", "H", "H", "H", "H", "H", "H", "H", "H", "H", "H", "H", "H", "H", "H", "H", "H", "H", "H"],
  "positions_angstrom": [[0.9614, -0.1924, 1.4971], [1.1577, -0.6035, 3.6338], [2.1569, -0.4244, 4.4193], [1.9348, -0.5692, 5.8244], [2.9293, -0.4171, 6.7533], [4.2390, -0.0964, 6.3578], [4.4874, 0.0511, 5.0141], [3.4977, -0.1080, 4.0302], [3.8853, 0.0491, 2.6300], [3.1021, 0.1826, 1.5736], [3.8952, 0.3232, 0.4531], [5.1930, 0.2772, 0.8290], [5.1746, 0.1029, 2.2049], [0.9202, -0.8099, 6.1187], [2.6992, -0.5365, 7.8071], [5.0285, 0.0413, 7.0850], [5.4965, 0.3236, 4.7186], [3.4401, 0.4293, -0.5182], [6.1091, 0.3401, 0.2685], [5.9781, -0.0079, 2.7943], [-0.8141, -1.5783, 1.5487], [-1.9723, -1.2686, 1.2971], [-2.5662, 0.0405, 1.3990], [-3.9405, 0.0962, 1.1676], [-4.6375, 1.2573, 1.3519], [-3.9799, 2.4222, 1.8070], [-2.6420, 2.4043, 2.0247], [-1.8414, 1.2290, 1.7820], [-0.5896, 1.3187, 1.8967], [-6.0677, 1.2881, 1.0987], [-6.6287, 0.2520, 0.7801], [-6.6585, 2.3395, 1.2980], [-2.6598, -2.0759, 0.9917], [-4.4688, -0.7940, 0.8465], [-4.5609, 3.3203, 1.9639], [-2.1134, 3.2910, 2.3520], [1.9079, 1.3209, -3.4552], [1.2226, -0.0500, -3.5026], [2.2848, -1.1553, -3.4740], [0.4066, -0.1632, -4.7941], [0.1584, -0.2171, -1.9395], [1.0786, -0.0451, -0.6430], [-0.6367, -1.9421, -1.9753], [-1.5691, -2.4129, -2.9107], [-2.0768, -3.7059, -2.8513], [-1.6618, -4.5721, -1.8471], [-0.7316, -4.1381, -0.9135], [-0.2271, -2.8427, -0.9824], [-1.1544, 1.1412, -2.0063], [-0.8791, 2.3116, -1.2873], [-1.7510, 3.3943, -1.3017], [-2.9315, 3.3297, -2.0300], [-3.2290, 2.1793, -2.7507], [-2.3469, 1.1048, -2.7416], [2.5975, 1.4310, -4.3039], [2.4783, 1.4499, -2.5305], [1.1797, 2.1363, -3.5091], [2.9729, -1.0464, -4.3242], [1.8315, -2.1498, -3.5370], [2.8730, -1.1204, -2.5521], [1.0587, -0.0339, -5.6688], [-0.3736, 0.6029, -4.8500], [-0.0700, -1.1436, -4.8876], [-1.9063, -1.7730, -3.7168], [-2.7971, -4.0373, -3.5901], [-2.0632, -5.5778, -1.7938], [-0.3993, -4.8040, -0.1253], [0.4906, -2.5117, -0.2412], [0.0251, 2.3578, -0.6880], [-1.5190, 4.2820, -0.7244], [-3.6223, 4.1653, -2.0260], [-4.1533, 2.1154, -3.3130], [-2.6120, 0.2227, -3.3118]],
  "forces_ev_per_a": [[0.1, -0.1, 0.2], [0.1, 0.0, 0.2], [-0.1, 0.0, -0.1], [0.0, 0.0, 0.0], [0.1, 0.0, 0.0], [-0.1, 0.0, 0.0], [0.0, 0.0, 0.0], [0.1, 0.0, -0.1], [0.0, 0.0, 0.1], [-0.1, 0.2, -0.3], [-0.1, 0.0, 0.1], [0.0, 0.0, 0.2], [0.2, 0.0, -0.1], [0.0, 0.0, 0.0], [0.0, 0.0, 0.0], [0.0, 0.0, 0.0], [0.0, 0.0, 0.0], [0.0, 0.0, 0.1], [0.0, 0.0, 0.0], [0.0, 0.0, 0.0], [-0.1, -0.1, 0.0], [0.0, 0.2, 0.1], [0.0, -0.1, 0.0], [0.0, -0.1, -0.1], [-0.3, 0.3, -0.1], [-0.2, 0.0, -0.1], [0.1, -0.1, 0.0], [-0.1, 0.0, -0.1], [0.1, 0.1, 0.1], [0.2, -0.1, 0.7], [0.0, 0.0, -0.3], [0.0, 0.1, -0.2], [0.0, 0.0, 0.0], [0.0, 0.0, 0.0], [0.0, 0.0, 0.0], [0.0, 0.0, 0.0], [0.0, 0.0, -0.1], [0.1, 0.0, -0.1], [0.1, 0.0, 0.0], [0.0, 0.0, 0.0], [0.0, -0.1, 0.3], [0.0, 0.0, -0.3], [-0.1, -0.2, 0.1], [0.1, 0.0, 0.1], [0.0, 0.0, 0.0], [0.0, 0.0, 0.0], [0.0, 0.1, 0.0], [0.0, -0.1, -0.2], [-0.2, 0.1, 0.0], [0.0, 0.0, 0.0], [0.0, -0.1, 0.0], [0.0, 0.0, 0.0], [0.1, 0.0, 0.0], [0.1, 0.1, 0.1], [0.0, 0.0, 0.0], [0.0, 0.0, -0.1], [0.0, -0.1, 0.0], [0.0, 0.0, 0.0], [0.0, 0.1, 0.0], [0.0, 0.0, 0.0], [0.0, 0.0, 0.0], [0.0, 0.0, 0.0], [0.0, 0.0, 0.0], [0.0, 0.0, 0.0], [0.0, 0.0, 0.0], [0.0, 0.0, 0.0], [0.0, 0.0, 0.0], [0.0, -0.1, -0.1], [0.0, 0.0, 0.0], [0.0, 0.0, 0.0], [0.0, 0.0, 0.0], [0.0, 0.0, 0.0], [0.0, 0.0, 0.0]]
}